{"formula": "C22H44B2Br2ClF4O9S3", "method": "the ωB97M-V functional and the def2-TZVPD basis", "elements": ["O", "C", "O", "C", "C", "C", "C", "C", "C", "C", "F", "Br", "C", "F", "F", "Br", "O", "B", "C", "C", "C", "Cl", "C", "B", "O", "O", "O", "C", "C", "C", "F", "H", "H", "H", "H", "H", "H", "H", "H", "H", "H", "H", "H", "H", "H", "H", "H", "H", "H", "H", "H", "H", "H", "H", "H", "H", "H", "C", "S", "O", "C", "H", "H", "H", "H", "H", "H", "C", "S", "O", "C", "H", "H", "H", "H", "H", "H", "C", "S", "O", "C", "H", "H", "H", "H", "H", "H"], "positions_angstrom": [[2.471, -5.064, 3.174], [1.460, -4.630, 2.720], [1.124, -4.802, 1.407], [0.427, -3.887, 3.552], [-0.713, -3.179, 2.804], [-0.723, -1.643, 2.934], [-1.098, -0.977, 1.589], [-2.577, -1.350, 1.257], [-3.696, -0.320, 1.080], [-4.198, 0.285, 2.385], [-3.177, 0.481, 3.257], [-5.400, -0.990, 3.284], [-4.963, 1.648, 2.191], [-6.109, 1.720, 2.876], [-5.289, 1.798, 0.895], [-3.880, 3.176, 2.701], [-0.311, -1.486, 0.545], [1.055, -0.815, 0.622], [1.470, -0.485, -0.917], [2.926, -0.138, -1.257], [3.146, 1.350, -1.084], [4.889, 1.833, -1.170], [2.228, -1.716, 1.376], [3.057, -0.807, 2.309], [2.757, -0.751, 3.670], [4.098, -0.021, 1.807], [0.764, 0.374, 1.526], [-0.633, 0.503, 1.649], [-1.144, 1.408, 0.520], [-0.236, 2.614, 0.337], [-1.039, 3.764, 0.107], [1.836, -4.470, 0.839], [0.044, -4.634, 4.257], [1.018, -3.172, 4.135], [-1.663, -3.576, 3.179], [-0.654, -3.440, 1.748], [-1.449, -1.347, 3.701], [0.248, -1.256, 3.255], [-2.523, -1.887, 0.307], [-2.928, -2.079, 1.996], [-3.413, 0.472, 0.391], [-4.558, -0.815, 0.626], [0.819, 0.301, -1.339], [1.207, -1.401, -1.463], [3.645, -0.658, -0.621], [3.159, -0.432, -2.291], [2.788, 1.691, -0.112], [2.673, 1.933, -1.869], [1.771, -2.493, 1.996], [2.874, -2.200, 0.634], [3.409, -0.275, 4.194], [4.782, 0.192, 2.451], [-0.839, 0.980, 2.618], [-1.244, 0.828, -0.403], [-2.124, 1.835, 0.750], [0.419, 2.533, -0.530], [0.358, 2.806, 1.232], [-0.203, -5.200, -2.284], [1.273, -4.867, -3.255], [2.055, -3.882, -2.465], [0.447, -3.999, -4.595], [0.113, -5.713, -1.377], [-0.670, -4.249, -2.023], [-0.882, -5.833, -2.856], [-0.093, -3.138, -4.203], [-0.216, -4.690, -5.117], [1.226, -3.644, -5.266], [-2.183, 8.197, 2.851], [-0.930, 7.512, 1.755], [-0.373, 8.664, 0.996], [-2.076, 6.673, 0.663], [-1.668, 8.807, 3.591], [-2.867, 8.812, 2.268], [-2.714, 7.384, 3.347], [-2.760, 7.409, 0.240], [-2.614, 5.906, 1.219], [-1.494, 6.193, -0.119], [1.877, 1.323, -5.337], [1.012, 0.033, -6.231], [0.657, -1.002, -5.227], [2.456, -0.588, -7.105], [1.150, 1.794, -4.679], [2.671, 0.867, -4.746], [2.277, 2.056, -6.039], [3.206, -0.891, -6.375], [2.844, 0.186, -7.767], [2.135, -1.447, -7.692]], "lowdin_charge": [0.1124, -0.5386, 0.0595, -0.0894, -0.1624, -0.0987, -0.4126, -0.0722, -0.1846, -0.7756, -0.0529, 0.8118, -0.9083, -0.0159, 0.0383, 0.8556, 0.0038, -0.7411, -0.0769, -0.2776, -0.5868, 0.4844, 0.0497, -0.6607, 0.1387, 0.1297, -0.0203, -0.2638, -0.1078, -0.1405, -0.1095, 0.1184, 0.1198, 0.1236, 0.1044, 0.1070, 0.1160, 0.1103, 0.1301, 0.0923, 0.0982, 0.1116, 0.0898, 0.0938, 0.0864, 0.0985, 0.0681, 0.0512, 0.0612, 0.1014, 0.0869, 0.0900, 0.1529, 0.1291, 0.0645, 0.1038, 0.1252, -0.2642, 0.7914, -0.5441, -0.2833, 0.0421, 0.0612, 0.0468, 0.0451, 0.0500, 0.0339, -0.2773, 0.8040, -0.5630, -0.2746, 0.0447, 0.0535, 0.0484, 0.0579, 0.0292, 0.0412, -0.2649, 0.8063, -0.5478, -0.2738, 0.0521, 0.0554, 0.0528, 0.0604, 0.0493, 0.0451], "homo_lumo_gap_ev": 7.0, "fmax_ha_per_bohr": 0.0175, "total_energy_ha": -8793.9649, "total_charge": -1}

=====

{"formula": "C22H44CuO27S6", "method": "the ωB97M-V functional and the def2-TZVPD basis", "elements": ["Cu", "S", "O", "O", "O", "O", "C", "C", "C", "O", "C", "H", "H", "H", "H", "H", "H", "H", "H", "C", "C", "C", "O", "C", "H", "H", "H", "H", "H", "H", "H", "H", "C", "C", "C", "O", "C", "H", "H", "H", "H", "H", "H", "H", "H", "C", "C", "O", "S", "O", "O", "O", "H", "H", "H", "H", "C", "C", "O", "S", "O", "O", "O", "H", "H", "H", "H", "C", "C", "O", "S", "O", "O", "O", "H", "H", "H", "H", "C", "C", "O", "S", "O", "O", "O", "H", "H", "H", "H", "C", "C", "O", "S", "O", "O", "O", "H", "H", "H", "H"], "positions_angstrom": [[3.776, -13.727, 0.502], [3.214, -14.417, -2.068], [1.888, -14.561, -2.651], [3.260, -13.173, -1.350], [3.465, -15.336, -0.958], [4.207, -14.530, -3.099], [-0.123, -14.838, 1.962], [0.112, -13.649, 2.826], [1.202, -12.901, 2.211], [1.729, -13.695, 1.142], [0.641, -14.517, 0.693], [-1.136, -15.078, 1.637], [0.407, -15.708, 2.351], [0.250, -13.900, 3.878], [-0.726, -12.958, 2.734], [1.855, -12.680, 3.055], [1.023, -11.911, 1.792], [0.909, -15.412, 0.132], [0.175, -13.787, 0.032], [5.247, -16.594, 2.678], [4.247, -16.556, 3.826], [3.118, -15.565, 3.333], [3.474, -15.381, 2.001], [4.401, -16.410, 1.549], [5.556, -17.640, 2.663], [6.003, -15.814, 2.765], [4.656, -16.303, 4.804], [3.933, -17.600, 3.792], [3.254, -14.596, 3.815], [2.181, -16.016, 3.660], [5.063, -16.007, 0.782], [3.812, -17.269, 1.227], [4.645, -15.862, -6.562], [3.571, -16.887, -6.548], [2.962, -16.670, -7.944], [3.679, -15.574, -8.487], [4.995, -15.425, -8.036], [5.550, -16.102, -6.004], [4.186, -15.070, -5.971], [2.959, -16.617, -5.688], [3.959, -17.904, -6.485], [1.921, -16.352, -7.878], [3.104, -17.524, -8.606], [5.300, -14.388, -8.180], [5.654, -16.016, -8.671], [7.989, -14.633, -2.001], [7.186, -15.573, -2.893], [8.247, -16.410, -3.411], [9.317, -16.792, -2.273], [10.648, -17.037, -2.765], [8.635, -17.756, -1.350], [9.231, -15.264, -1.759], [7.462, -14.411, -1.073], [8.180, -13.614, -2.340], [6.638, -15.098, -3.706], [6.405, -16.175, -2.427], [0.077, -10.290, -2.715], [1.031, -10.678, -1.605], [0.291, -10.732, -0.397], [-1.380, -10.550, -0.671], [-1.863, -9.129, -0.478], [-2.077, -11.632, -0.060], [-1.172, -10.780, -2.267], [0.344, -10.567, -3.735], [-0.121, -9.219, -2.685], [1.867, -9.986, -1.502], [1.435, -11.610, -2.000], [1.382, -17.941, -2.984], [2.811, -18.084, -2.591], [3.043, -19.517, -2.796], [1.854, -20.409, -3.643], [1.499, -21.662, -2.983], [2.265, -20.469, -5.073], [0.727, -19.176, -3.309], [1.173, -17.258, -3.807], [0.929, -17.479, -2.106], [3.019, -17.804, -1.558], [3.572, -17.555, -3.165], [-1.257, -14.496, -2.811], [-1.263, -14.173, -4.375], [-2.656, -14.298, -4.580], [-3.377, -15.553, -3.727], [-2.834, -16.847, -4.268], [-4.837, -15.326, -3.465], [-2.489, -14.984, -2.463], [-1.156, -13.565, -2.254], [-0.367, -15.071, -2.555], [-0.728, -14.926, -4.954], [-0.941, -13.161, -4.618], [3.923, -12.151, -4.915], [2.396, -12.476, -5.141], [1.918, -11.605, -6.114], [3.180, -10.980, -7.003], [3.002, -9.621, -7.463], [3.687, -11.921, -8.017], [4.115, -10.956, -5.655], [4.570, -12.979, -5.208], [4.143, -11.998, -3.859], [1.832, -12.461, -4.208], [2.270, -13.543, -5.323]], "lowdin_spin": [0.4814, -0.0085, 0.0440, 0.2073, 0.2317, 0.0241, 0.0006, 0.0001, 0.0002, 0.0072, 0.0002, 0.0001, 0.0000, 0.0000, 0.0000, 0.0000, 0.0000, -0.0002, -0.0001, -0.0001, 0.0003, 0.0013, 0.0112, -0.0017, 0.0000, 0.0000, 0.0000, 0.0000, 0.0002, 0.0002, -0.0012, 0.0001, 0.0000, 0.0000, 0.0000, 0.0000, 0.0000, 0.0000, 0.0000, 0.0000, 0.0000, 0.0000, 0.0000, 0.0000, 0.0000, 0.0000, -0.0001, 0.0000, 0.0000, 0.0000, 0.0000, 0.0000, -0.0001, 0.0000, 0.0000, -0.0001, 0.0001, 0.0002, 0.0000, 0.0000, 0.0000, 0.0000, 0.0000, 0.0000, 0.0000, 0.0000, 0.0001, -0.0001, 0.0011, 0.0003, 0.0000, 0.0000, 0.0001, 0.0000, 0.0000, -0.0001, 0.0009, -0.0002, 0.0000, 0.0000, 0.0000, 0.0000, 0.0000, 0.0000, 0.0000, 0.0000, -0.0001, 0.0000, 0.0000, 0.0000, -0.0001, 0.0000, 0.0000, 0.0000, 0.0000, 0.0000, 0.0001, -0.0001, -0.0002, 0.0000], "homo_lumo_gap_ev": [6.8, 4.7], "e_above_lowest_kcal_mol": 102.9, "s_squared": 0.76, "spin_multiplicity": 2, "fmax_ha_per_bohr": 0.1208, "total_energy_ha": -6925.3219}

=====

{"formula": "C22H44GaNO10P", "method": "the ωB97M-V functional and the def2-TZVPD basis", "elements": ["C", "C", "C", "C", "C", "Ga", "C", "C", "O", "C", "N", "C", "C", "P", "O", "O", "O", "H", "H", "H", "H", "H", "H", "H", "H", "H", "H", "H", "H", "H", "H", "H", "H", "H", "H", "H", "H", "H", "H", "H", "H", "H", "H", "O", "C", "O", "C", "C", "C", "H", "H", "H", "H", "H", "H", "O", "C", "O", "C", "C", "C", "H", "H", "H", "H", "H", "H", "O", "C", "O", "C", "C", "C", "H", "H", "H", "H", "H", "H"], "positions_angstrom": [[2.339, 0.956, 3.267], [3.498, -0.053, 3.465], [3.734, -1.036, 2.268], [2.492, -1.325, 1.368], [2.250, -0.254, 0.234], [1.768, -1.033, -1.604], [0.209, -2.413, -1.555], [-0.946, -1.993, -0.616], [-1.134, -0.572, -0.818], [1.180, 0.509, -2.869], [0.670, 1.706, -2.144], [1.518, 2.894, -2.391], [3.352, -2.056, -2.502], [4.924, -1.120, -2.552], [5.757, -1.618, -3.723], [5.818, -1.389, -1.161], [4.677, 0.518, -2.653], [2.519, 1.550, 2.353], [2.293, 1.696, 4.089], [1.364, 0.464, 3.125], [3.393, -0.573, 4.438], [4.419, 0.557, 3.577], [4.036, -2.005, 2.723], [4.608, -0.711, 1.679], [2.712, -2.284, 0.846], [1.569, -1.519, 1.946], [1.437, 0.410, 0.602], [3.153, 0.397, 0.189], [0.638, -3.407, -1.325], [-0.199, -2.446, -2.587], [-1.916, -2.468, -0.875], [-0.637, -2.240, 0.418], [-1.445, -0.248, 0.029], [2.108, 0.824, -3.397], [0.395, 0.193, -3.583], [0.678, 1.572, -1.142], [1.012, 3.836, -2.103], [2.426, 2.756, -1.763], [1.789, 2.994, -3.454], [3.454, -3.015, -1.961], [3.032, -2.230, -3.542], [5.423, -2.139, -0.716], [5.167, 0.955, -1.954], [0.772, 7.330, -1.799], [-0.281, 6.885, -2.150], [-0.990, 5.970, -1.441], [-2.146, 5.569, -2.197], [-2.396, 6.700, -3.175], [-0.991, 7.209, -3.441], [-1.921, 4.625, -2.700], [-2.987, 5.415, -1.523], [-2.929, 6.383, -4.071], [-2.986, 7.484, -2.692], [-0.507, 6.666, -4.255], [-0.976, 8.279, -3.635], [-2.381, -4.880, -2.421], [-3.484, -4.731, -1.999], [-4.409, -3.925, -2.583], [-5.590, -3.877, -1.772], [-5.547, -5.136, -0.926], [-4.052, -5.346, -0.742], [-5.557, -2.967, -1.165], [-6.469, -3.839, -2.414], [-6.101, -5.046, 0.009], [-5.970, -5.974, -1.487], [-3.666, -4.801, 0.121], [-3.791, -6.399, -0.673], [-1.930, 0.109, 2.940], [-1.861, -0.067, 4.117], [-2.371, 0.783, 5.044], [-2.011, 0.333, 6.359], [-1.713, -1.147, 6.208], [-1.161, -1.218, 4.792], [-1.138, 0.901, 6.693], [-2.835, 0.521, 7.045], [-1.033, -1.529, 6.968], [-2.641, -1.720, 6.269], [-0.084, -1.041, 4.763], [-1.404, -2.161, 4.309]], "lowdin_charge": [-0.1263, -0.2548, -0.2235, -0.2858, -0.2437, 0.4515, -0.2270, -0.3281, -0.1126, -0.2731, -0.2006, -0.1589, -0.2896, 0.4814, -0.3848, -0.1856, -0.1717, 0.0699, 0.0650, 0.0505, 0.0881, 0.0928, 0.0928, 0.0948, 0.0805, 0.0907, 0.0326, 0.0451, 0.0383, 0.0496, 0.0829, 0.0961, 0.0586, 0.0247, 0.0400, 0.0394, 0.0500, 0.0709, 0.0691, 0.0213, 0.0330, 0.0418, 0.0567, 0.1180, -0.4969, 0.0241, -0.1547, -0.1677, -0.0837, 0.1319, 0.1238, 0.1143, 0.1149, 0.1339, 0.1221, 0.1354, -0.5009, 0.0277, -0.1661, -0.1674, -0.0802, 0.1278, 0.1210, 0.1121, 0.1152, 0.1310, 0.1233, 0.1335, -0.4930, 0.0283, -0.1643, -0.1626, -0.0770, 0.1268, 0.1214, 0.1148, 0.1166, 0.1262, 0.1283], "homo_lumo_gap_ev": 5.9, "fmax_ha_per_bohr": 0.0735, "total_energy_ha": -3938.0644, "total_charge": -1}